Entry from the OMol25 dataset: an isolated molecule of C5H16N3O3PSi (the ωB97M-V functional and the def2-TZVPD basis).

Each line ends with the Mulliken charge.
Geometry (Å):
N (-3.84, 0.26, 3.26)  -0.706
C (-2.85, -0.41, 2.82)  0.518
N (-2.89, -1.81, 2.91)  -0.487
N (-1.73, 0.14, 2.18)  -0.251
C (-0.40, -0.46, 2.36)  -0.641
C (0.68, 0.41, 1.71)  -0.708
C (1.41, -0.23, 0.51)  -0.821
C (1.21, 0.54, -0.80)  -0.793
Si (2.10, -0.21, -2.26)  0.310
P (1.37, 0.80, -4.17)  0.857
O (2.35, 1.73, -4.75)  -0.638
O (0.80, -0.31, -5.18)  -0.504
O (0.00, 1.51, -3.71)  -0.499
H (-3.72, 1.25, 3.08)  0.207
H (-3.60, -2.22, 2.33)  0.243
H (-2.00, -2.26, 2.76)  0.255
H (-1.68, 1.13, 2.40)  0.213
H (-0.18, -0.61, 3.43)  0.298
H (-0.40, -1.44, 1.89)  0.353
H (0.21, 1.34, 1.37)  0.389
H (1.41, 0.71, 2.47)  0.396
H (1.08, -1.26, 0.38)  0.390
H (2.48, -0.28, 0.73)  0.389
H (0.14, 0.60, -1.05)  0.430
H (1.56, 1.57, -0.70)  0.393
H (1.86, -1.67, -2.38)  -0.145
H (3.55, 0.06, -2.24)  -0.096
H (1.25, -1.16, -5.12)  0.327
H (-0.17, 2.30, -4.25)  0.322

Calculated values
**Structure (SMILES)**: [H]/N=C(/N)NCCCC[SiH2]P(=O)(O)O

=====

Entry from the OMol25 dataset: an isolated molecule of C5H16N4 (the ωB97M-V functional and the def2-TZVPD basis).

Each line ends with the Mulliken charge.
Geometry (Å):
C (-0.14, 1.59, 0.76)  -0.752
C (-1.22, 0.49, 0.65)  -0.837
C (0.50, -2.05, -1.29)  -0.739
C (2.17, 2.14, 0.28)  -0.990
C (-1.39, -1.85, 1.10)  -0.954
N (-0.66, -1.20, -1.06)  -0.111
N (1.08, 1.21, 0.05)  -0.247
N (-0.65, -0.82, 0.40)  0.185
N (-0.57, -0.14, -1.95)  -0.768
H (1.34, 0.28, 0.38)  0.234
H (0.17, 0.53, -1.70)  0.384
H (-1.45, 0.34, -2.03)  0.268
H (0.07, 1.78, 1.82)  0.446
H (-0.51, 2.52, 0.32)  0.376
H (-1.96, 0.77, -0.11)  0.294
H (-1.76, 0.46, 1.60)  0.503
H (0.44, -2.38, -2.33)  0.318
H (1.44, -1.52, -1.13)  0.289
H (0.46, -2.92, -0.64)  0.230
H (3.06, 1.77, -0.22)  0.325
H (2.39, 2.28, 1.35)  0.298
H (1.90, 3.11, -0.14)  0.297
H (-1.28, -1.69, 2.18)  0.397
H (-2.46, -1.87, 0.85)  0.349
H (-0.97, -2.83, 0.86)  0.206

Calculated values
**Structure (SMILES)**: CNCCN(C)N(C)N

=====

Entry from the OMol25 dataset: a cluster of 3 separate species, C5H16N4O in total in a non-equilibrium geometry (the ωB97M-V functional and the def2-TZVPD basis).

Each line ends with the Mulliken charge.
Geometry (Å):
C (0.08, -1.69, 0.60)  0.290
C (0.30, 1.56, 2.15)  -0.319
C (-1.39, -1.40, 0.44)  -1.017
C (-0.84, 2.36, 1.55)  -0.862
N (0.42, -2.93, 0.09)  -0.501
H (0.49, -1.51, 1.58)  0.386
H (0.05, -3.15, -0.82)  0.255
H (1.36, -3.25, 0.23)  0.259
H (-0.02, 1.01, 3.03)  0.262
H (1.11, 2.23, 2.44)  0.359
H (-1.96, -2.13, 1.01)  0.407
H (-1.68, -1.46, -0.61)  0.349
H (-1.62, -0.41, 0.80)  0.014
H (-1.19, 3.14, 2.23)  0.348
H (-0.51, 2.83, 0.62)  0.208
H (-1.68, 1.72, 1.31)  0.220
C (0.78, 0.36, -1.45)  0.367
N (1.17, -0.15, -0.21)  -0.659
N (0.57, -0.59, -2.47)  -0.481
O (0.12, 1.93, -2.97)  -0.452
N (0.48, 1.60, -1.64)  -0.375
H (-0.64, 1.39, -3.22)  0.312
H (0.75, 0.90, 1.38)  -0.084
H (2.04, -0.67, -0.33)  0.264
H (1.08, -1.45, -2.33)  0.221
H (0.72, -0.25, -3.41)  0.230

=====

Entry from the OMol25 dataset: a cluster of 3 separate species, C5H16NO2 in total in a non-equilibrium geometry (the ωB97M-V functional and the def2-TZVPD basis).

Each line ends with the Mulliken charge.
Geometry (Å):
C (2.22, -1.20, 0.02)  -0.549
C (1.54, -0.18, -0.93)  -1.033
C (0.13, 0.27, -0.56)  0.956
C (-0.28, 1.71, -1.04)  -1.143
C (-0.89, -0.84, -0.87)  -1.376
N (1.93, -0.82, 1.37)  -0.124
H (3.32, -1.22, -0.14)  0.405
H (1.87, -2.22, -0.25)  0.457
H (2.15, 0.85, -0.84)  0.441
H (1.80, -0.45, -2.00)  0.466
H (0.37, 1.84, -1.98)  0.277
H (-1.35, 1.79, -1.31)  0.391
H (-0.89, -1.15, -2.03)  0.296
H (-1.94, -0.48, -0.67)  0.402
H (-0.69, -1.84, -0.29)  0.277
H (0.08, 0.26, 0.55)  0.256
H (1.98, 0.68, 1.52)  0.331
H (2.27, -1.51, 2.03)  0.310
H (-5.08, -0.02, 1.53)  0.323
H (-6.20, -1.19, 1.71)  0.333
O (-5.61, -0.73, 1.06)  -0.654
H (0.03, 2.49, -0.29)  0.253
H (1.50, 2.23, 2.12)  0.314
O (1.74, 1.71, 1.29)  -0.609

Calculated values
**Charge**: +1

=====

| no. | E_tot (a.u.) | frontier orbital gap (eV) |
| --- | --- | --- |
| 1 | -1221.0270 | 9.59 |
| 2 | -419.0318 | 8.89 |
| 3 | -494.2477 | 8.87 |
| 4 | -404.8321 | 3.83 |